# 1
Formula: C4H8N2O
Source: the OMol25 dataset
Level of theory: the ωB97M-V functional and the def2-TZVPD basis

Its LUMO energy (alpha / beta) is 0.694 / -0.153 eV. As for the net charge: 0. As for the HOMO-LUMO gap (alpha / beta): 9.234 / 7.322 eV. For the energy above the lowest of the compared OMol25 structures with the same formula, charge and spin, the calculation gives 853.8 kJ/mol.

Structure (XYZ):
```
15
C4H8N2O | the OMol25 dataset | the ωB97M-V functional and the def2-TZVPD basis
C 1.05 -0.50 0.47
C 0.56 -0.60 -1.09
C -1.70 -0.75 -0.58
C -0.12 1.36 1.53
N 0.34 1.99 0.32
N 1.01 0.83 0.96
O -0.74 -0.10 -1.20
H 0.37 -1.36 0.93
H 2.06 -0.96 0.61
H 1.17 0.17 -1.65
H 0.43 -1.60 -1.31
H -1.54 -1.78 -0.41
H -2.67 -0.36 -0.48
H -0.06 2.06 2.40
H -0.17 1.60 -0.50
```



# 2
Formula: C4H8N2O
Source: the OMol25 dataset
Level of theory: the ωB97M-V functional and the def2-TZVPD basis

Its LUMO energy is 0.708 eV. As for the net charge: 0. As for the structure (SMILES): C[C@H]1CN1.N=C=O. As for the HOMO-LUMO gap: 9.987 eV. For the energy above the lowest of the compared OMol25 structures with the same formula, charge and spin, the calculation gives 198.0 kJ/mol.

Structure (XYZ):
```
15
C4H8N2O | the OMol25 dataset | the ωB97M-V functional and the def2-TZVPD basis
C -1.37 -1.03 0.55
C -0.59 0.26 0.53
C -0.50 1.05 -0.72
N -1.28 1.54 0.42
C 2.41 -0.81 -0.59
O 1.85 -1.78 -0.26
N 2.88 0.26 -0.95
H -2.17 -1.01 -0.19
H -0.71 -1.88 0.32
H -1.81 -1.21 1.54
H 0.40 1.63 -0.94
H -1.03 0.68 -1.59
H -2.27 1.38 0.26
H 0.26 0.29 1.21
H 3.86 0.46 -1.06
```



# 3
Formula: C4H8N2O
Source: the OMol25 dataset
Level of theory: the ωB97M-V functional and the def2-TZVPD basis

Its LUMO energy is 0.826 eV. As for the net charge: 0. As for the structure (SMILES): CN[C@H](C#N)CO. As for the HOMO-LUMO gap: 11.012 eV. For the energy above the lowest of the compared OMol25 structures with the same formula, charge and spin, the calculation gives 202.3 kJ/mol.

Structure (XYZ):
```
15
C4H8N2O | the OMol25 dataset | the ωB97M-V functional and the def2-TZVPD basis
C 1.16 1.49 0.62
N -0.06 0.65 0.62
C 0.02 -0.65 -0.09
C -1.42 -1.05 -0.46
O -2.16 -1.14 0.73
C 0.94 -0.52 -1.23
N 1.78 -0.19 -1.95
H 0.88 2.55 0.57
H 1.77 1.33 1.52
H 1.78 1.29 -0.26
H -0.78 1.20 0.15
H 0.43 -1.43 0.57
H -1.48 -2.02 -0.97
H -1.82 -0.28 -1.14
H -1.81 -0.46 1.33
```



# 4
Formula: C4H8N2O
Source: the OMol25 dataset
Level of theory: the ωB97M-V functional and the def2-TZVPD basis

Its LUMO energy is 1.008 eV. As for the net charge: 0. As for the structure (SMILES): N[C@H]1CC/C1=N\O. As for the HOMO-LUMO gap: 10.408 eV. For the energy above the lowest of the compared OMol25 structures with the same formula, charge and spin, the calculation gives 328.1 kJ/mol.

Structure (XYZ):
```
15
C4H8N2O | the OMol25 dataset | the ωB97M-V functional and the def2-TZVPD basis
N 1.25 -0.61 -1.62
C 0.91 -0.28 -0.25
C 0.70 1.22 0.05
C -0.51 0.86 0.95
O -2.57 -0.97 0.72
C -0.51 -0.47 0.25
N -1.40 -1.34 0.03
H 2.13 -0.16 -1.85
H 1.40 -1.61 -1.72
H 1.60 -0.71 0.50
H 0.36 1.72 -0.86
H 1.53 1.77 0.50
H -1.43 1.45 0.86
H -0.25 0.77 2.01
H -3.21 -1.63 0.43
```



# 5
Formula: C4H8N2O
Source: the OMol25 dataset
Level of theory: the ωB97M-V functional and the def2-TZVPD basis

Its LUMO energy (alpha / beta) is -0.034 / -0.054 eV. As for the net charge: 0. As for the structure (SMILES): C=[N+]([O-])/C=C\CN. As for the HOMO-LUMO gap (alpha / beta): 8.547 / 8.068 eV. For the energy above the lowest of the compared OMol25 structures with the same formula, charge and spin, the calculation gives 488.1 kJ/mol.

Structure (XYZ):
```
15
C4H8N2O | the OMol25 dataset | the ωB97M-V functional and the def2-TZVPD basis
C -0.42 0.72 -0.10
C -0.45 0.11 1.09
C 0.50 0.40 -1.22
C 0.14 -1.57 2.80
N 0.41 -0.91 1.46
N 0.15 1.14 -2.42
O 1.34 -1.31 0.74
H -1.14 1.50 -0.30
H -1.17 0.38 1.85
H 1.52 0.69 -0.93
H 0.54 -0.69 -1.37
H 0.78 -2.39 3.05
H -0.65 -1.19 3.41
H 0.80 0.90 -3.17
H -0.78 0.89 -2.73
```



# 6
Formula: C4H8N2O
Source: the OMol25 dataset
Level of theory: the ωB97M-V functional and the def2-TZVPD basis

Its LUMO energy is 0.723 eV. As for the net charge: 0. As for the HOMO-LUMO gap: 8.010 eV. For the energy above the lowest of the compared OMol25 structures with the same formula, charge and spin, the calculation gives 269.1 kJ/mol.

Structure (XYZ):
```
15
C4H8N2O | the OMol25 dataset | the ωB97M-V functional and the def2-TZVPD basis
N 1.55 0.59 -1.12
C 1.60 -0.46 -0.25
O 2.59 -1.15 -0.06
C 0.32 -0.80 0.50
N -0.88 -0.03 0.11
C -0.93 1.24 0.55
C -1.75 -0.63 -0.69
H 2.42 0.88 -1.52
H 0.80 1.27 -1.01
H 0.12 -1.86 0.37
H 0.50 -0.62 1.57
H -0.41 1.48 1.47
H -1.78 1.84 0.22
H -2.67 -0.11 -0.92
H -1.47 -1.55 -1.18
```